Record 1
{"formula": "C16H34ClF2ILiNO7P2", "method": "ωB97M-V/def2-TZVPD", "symbols": ["O", "C", "O", "C", "C", "C", "C", "C", "C", "C", "O", "F", "C", "O", "P", "C", "C", "C", "Cl", "P", "O", "I", "O", "H", "H", "H", "H", "H", "H", "H", "H", "H", "H", "H", "H", "H", "H", "H", "H", "H", "H", "H", "H", "H", "H", "C", "C", "C", "O", "C", "N", "H", "H", "H", "H", "H", "H", "H", "H", "H", "H", "H", "H", "Li", "F"], "xyz": [[4.257880, -2.850873, 0.728582], [3.598499, -2.536885, -0.307311], [3.293105, -1.165285, -0.516693], [1.995065, -0.803938, 0.101807], [0.833435, -1.208054, -0.927562], [-0.428944, -0.191495, -0.924210], [-1.567513, -0.591275, 0.140262], [-2.885704, 0.333676, 0.068996], [-2.998039, 1.614946, 1.061443], [-1.615366, 2.076798, 1.712861], [-1.067377, 1.556425, 2.705833], [-0.967913, 3.247064, 1.111788], [-3.442731, 0.758085, -1.412533], [-4.572913, -0.063463, -1.849393], [-5.452324, -0.217975, -0.352742], [-5.971682, -2.037469, -0.553017], [-4.786980, -3.106195, -0.356528], [-4.557784, -3.574433, 1.168914], [-4.464896, -5.397533, 1.385802], [-7.310143, 0.280123, -1.527730], [-7.824295, 1.769581, -0.814106], [-6.533686, 0.611132, -3.845764], [-3.977112, -0.506918, 0.570676], [3.347644, -3.394700, -1.019305], [1.915721, -1.437890, 1.051050], [2.025377, 0.318534, 0.331969], [0.516418, -2.312054, -0.845483], [1.295748, -1.109597, -1.985359], [-0.125353, 0.894134, -0.685798], [-0.825004, -0.200532, -2.009243], [-1.864257, -1.698897, -0.000615], [-1.055755, -0.556312, 1.179668], [-3.799635, 1.364704, 1.856299], [-3.417139, 2.545091, 0.510169], [-2.731064, 0.680034, -2.303841], [-3.802840, 1.844586, -1.479194], [-6.181820, -0.227434, 0.920414], [-5.429045, 1.225375, -0.140882], [-6.516603, -2.233193, -1.564960], [-6.773041, -2.260281, 0.254210], [-3.799178, -2.787670, -0.858429], [-5.115147, -4.058368, -0.929613], [-3.526751, -3.154972, 1.483555], [-5.341636, -3.179406, 1.897902], [-8.534420, 2.200181, -1.333649], [8.492555, 1.342713, -0.155084], [7.023478, 1.201265, -0.526425], [6.124087, 2.264924, 0.114592], [5.925846, 1.962524, 1.493690], [6.785626, 2.675333, 2.385894], [6.542805, -0.128693, -0.032889], [8.683903, 1.084983, 0.889094], [9.108730, 0.679048, -0.769464], [8.837528, 2.364906, -0.324583], [6.912793, 1.204563, -1.613637], [5.135295, 2.211827, -0.352803], [6.504402, 3.277447, -0.041904], [7.109944, 3.636074, 1.977967], [7.654402, 2.059842, 2.624156], [6.240049, 2.853581, 3.311286], [7.200521, -0.894575, -0.203450], [5.635297, -0.380328, -0.437037], [6.383764, -0.051505, 0.985191], [-2.800864, 4.151929, 2.385608], [-7.314962, -1.973229, -3.408439]], "atomic_forces_ev_per_a": [[-2.40, 1.34, -4.17], [2.50, -0.44, 3.97], [0.26, -2.12, 0.08], [-1.27, -0.83, -0.01], [0.18, 1.07, -0.79], [-0.38, -0.43, -0.10], [0.88, 0.07, -0.13], [-2.30, -1.83, -0.11], [0.51, 2.06, 0.07], [0.82, -2.89, 3.49], [-1.93, 2.78, -4.51], [-1.18, -1.32, 0.85], [-0.18, 0.41, -2.59], [3.25, 0.43, 3.20], [-2.33, -0.54, 0.85], [0.25, -1.68, -0.17], [-0.89, -1.39, -0.57], [1.11, 1.83, -0.31], [-0.05, 0.83, -0.14], [-2.39, 0.11, -0.23], [0.51, -0.05, -0.85], [-0.43, 1.01, -0.03], [1.89, 1.14, -0.96], [-0.17, 1.70, 0.38], [0.05, 1.29, -1.05], [0.01, -1.76, -0.42], [0.35, 1.74, 0.20], [-0.58, -0.13, 1.73], [-0.03, -1.57, -0.50], [0.40, 0.05, 1.92], [0.11, 1.95, 0.04], [-1.06, 0.09, -1.45], [1.79, 0.11, -0.99], [0.69, -1.62, 0.45], [-0.33, -0.07, 1.52], [0.64, -1.28, 0.64], [-0.09, 0.18, -0.17], [0.85, 0.28, -0.13], [1.07, 0.44, 1.09], [1.31, 0.56, -1.15], [-1.52, -0.31, 0.95], [0.54, 1.47, 0.87], [-1.75, -0.84, -0.17], [0.99, -0.67, -1.19], [0.61, -0.62, 0.30], [0.24, -0.21, -0.14], [0.62, 0.50, 0.00], [-0.74, -0.59, 0.22], [0.26, 0.48, -0.53], [0.05, -0.20, 0.38], [-0.39, -0.29, 0.26], [-0.10, 0.11, -0.02], [-0.03, 0.09, 0.05], [-0.09, -0.12, 0.00], [-0.09, 0.04, 0.12], [0.03, 0.04, 0.05], [0.17, -0.18, 0.00], [-0.08, -0.11, -0.06], [0.13, 0.15, 0.03], [-0.07, -0.02, -0.09], [-0.09, 0.18, -0.06], [-0.21, -0.13, 0.03], [-0.02, 0.07, -0.15], [0.00, -0.09, -0.27], [0.06, -0.26, 0.49]], "total_energy_ev": -77794.5615, "max_force_ha_per_bohr": 0.1096, "charge": 0, "homo_ev": -3.957, "spin_multiplicity": 1}



Record 2
{"formula": "C4H12", "method": "ωB97M-V/def2-TZVPD", "symbols": ["C", "C", "H", "H", "H", "H", "H", "H", "C", "C", "H", "H", "H", "H", "H", "H"], "xyz": [[-1.109805, -1.253392, 1.049498], [-0.736819, -0.109581, 1.956770], [-0.343794, -2.136036, 1.134475], [-2.109336, -1.611307, 1.321009], [-0.730162, -0.936824, 0.100904], [-1.388350, 0.877981, 1.736262], [0.242650, 0.476200, 1.851671], [-0.771697, -0.331325, 3.081783], [0.243057, 0.859469, -1.903147], [1.562602, 0.410132, -1.126734], [0.474827, 1.487186, -2.706466], [-0.451756, 0.045191, -2.256793], [-0.674659, 1.250562, -1.338184], [2.437696, 0.280140, -1.759273], [1.405092, -0.589135, -0.627853], [1.950453, 1.280739, -0.513922]], "atomic_forces_ev_per_a": [[2.15, 1.06, 1.96], [0.42, 0.50, 1.64], [-0.97, 0.58, 0.31], [0.22, -0.30, -0.59], [-0.77, -0.12, -1.52], [0.56, -1.21, 0.41], [-0.66, -0.90, -0.82], [-0.86, 0.36, -1.55], [0.05, -1.55, 1.92], [-2.24, -0.05, -0.15], [0.13, 1.16, -1.02], [1.00, -0.42, -0.12], [1.33, 0.45, 0.13], [-0.05, -0.12, -0.63], [0.33, 1.39, 0.00], [-0.64, -0.83, 0.04]], "s_squared": 0.753, "total_energy_ev": -4329.7321, "max_force_ha_per_bohr": 0.0602, "charge": 1, "homo_ev": [-16.306, -14.987], "spin_multiplicity": 2}



Going through the records in order, we get ΔE to the lowest compared entry with this formula, charge and spin values of 100.3 144.7 kJ/mol.